Molecular formula: C21H18BrN3O2ReSe
Method: DFT, ωB97M-V/def2-TZVPD

Summary:
<S²>: 4.064
ΔE to the lowest compared entry with this formula, charge and spin (kcal per mole): 4.5
DFT total energy (Ha): -6178.7970
Frontier orbital gap (spin up / spin down) (hartree): 0.165 / 0.173

ORCA input file:
```
! RIJCOSX wB97M-V def2-TZVPD def2/J DEFGRID3
* xyz 2 4
Re 0.1652 1.5619 0.8687
O -0.4853 -0.0788 -4.4717
C -1.7202 0.1694 -3.9139
C -2.8267 -0.2370 -4.6363
C -4.0947 -0.0514 -4.1126
C -4.2705 0.5414 -2.8675
C -3.1638 0.9299 -2.1398
C -1.8800 0.7359 -2.6523
C -0.6703 1.1033 -1.8504
O -1.0222 1.6757 -0.5751
N 0.1473 -0.0813 -1.5810
N 0.7132 -0.1110 -0.3387
C 1.4185 -1.1232 0.0494
C 1.9690 -1.2230 1.3611
Br 1.3554 0.1699 2.5682
C 2.7836 -2.1468 1.9097
C 3.4794 -3.2115 1.2226
C 3.7354 -4.3784 1.9562
C 4.3592 -5.4528 1.3534
C 4.7713 -5.3551 0.0300
C 4.5747 -4.1811 -0.6917
C 3.9324 -3.1103 -0.1019
H 0.1670 0.5806 -4.2120
H -2.6739 -0.6823 -5.6103
H -4.9559 -0.3629 -4.6885
H -5.2631 0.6987 -2.4701
H -3.2868 1.3898 -1.1693
H -0.0526 1.8502 -2.3581
H -0.1566 -0.9658 -1.9695
H 1.5684 -1.9660 -0.6193
H 2.9151 -2.1146 2.9878
H 3.4197 -4.4450 2.9903
H 4.5388 -6.3589 1.9150
H 5.2796 -6.1897 -0.4347
H 4.9482 -4.0977 -1.7029
H 3.8619 -2.1726 -0.6389
Se 0.2688 3.7492 1.6905
C -1.2750 4.1387 2.7352
C -1.5193 5.4783 2.9846
C -2.6543 5.7697 3.7363
N -3.4808 4.8477 4.2248
C -3.2041 3.5655 3.9717
C -2.1136 3.1465 3.2271
H -0.8745 6.2669 2.6224
H -2.9007 6.8014 3.9565
H -3.8892 2.8355 4.3854
H -1.9382 2.0913 3.0595
*
```